Density functional theory data (wB97M-V/def2-TZVPD) for an isolated molecule of C18H16N2O2 at a distorted geometry.

Summary:
energy relative to the best compared isomer or geometry (same formula, charge and spin): 523.8 kJ/mol
E_tot: -25997.07965 eV
gap between HOMO and LUMO: 7.34 eV

Geometry (Å):
C: 0.399170 -1.209209 2.290076
C: -1.089816 -0.866375 2.293426
C: -1.183573 0.626679 2.414840
O: -2.138528 1.354654 2.621863
N: 0.148391 1.158763 2.265065
C: 1.120201 0.081799 2.462209
O: 2.266034 0.305326 2.858355
H: 0.636160 -1.909872 3.101350
H: 0.691765 -1.685820 1.347265
H: -1.574946 -1.194104 1.360445
H: -1.617496 -1.348754 3.134750
C: 1.470950 3.465926 1.980358
C: 0.167959 2.959134 2.198225
N: -0.599719 3.496900 3.340191
C: -1.719782 4.317293 3.286938
C: -2.399744 4.803957 2.177298
C: -3.499122 5.639277 2.424966
C: -3.900310 5.960019 3.734510
C: -3.202867 5.455889 4.838287
C: -2.090242 4.652897 4.616147
C: -1.094698 4.067497 5.485553
C: -0.122572 3.447800 4.649426
C: 1.028337 2.836828 5.125259
C: 1.131319 2.705434 6.515710
C: 0.145291 3.248739 7.359829
C: -0.956978 3.953632 6.860327
H: 1.826228 3.556449 0.949384
H: 1.880677 4.002391 2.826797
H: 0.440728 1.706568 3.195906
H: -0.433762 2.900939 1.295749
H: -2.079404 4.535956 1.170231
H: -4.062614 6.059396 1.596807
H: -4.763462 6.612464 3.897375
H: -3.482094 5.678007 5.865560
H: 1.810367 2.489023 4.443021
H: 1.989934 2.179515 6.928812
H: 0.265611 3.117905 8.434251
H: -1.710615 4.397077 7.509707

Force components x, y, z for each atom (eV/Å):
-0.2 -1.0 -0.3
-0.7 -0.7 -0.3
-0.8 1.3 0.4
1.3 -1.7 -0.6
0.7 -3.5 5.0
2.2 1.2 1.0
-2.8 -0.8 -1.2
0.3 0.3 -0.2
0.1 0.1 0.2
0.0 0.1 0.4
0.1 0.4 -0.4
-2.6 -0.1 0.5
1.9 8.5 -2.5
1.8 -0.9 -0.7
-0.1 -0.2 0.2
-0.4 0.1 0.2
0.3 -0.2 0.2
0.1 -0.2 0.3
0.0 0.1 -0.3
0.1 0.0 -0.7
0.5 -0.5 0.0
-1.1 0.2 -0.3
0.0 -0.3 0.4
-0.3 0.3 -0.3
0.2 -0.1 0.1
0.3 -0.1 0.0
0.1 -0.3 0.7
0.5 0.0 -0.4
-1.0 -1.9 -1.8
-0.3 -0.2 0.4
-0.2 0.2 0.2
0.1 -0.1 0.0
0.3 -0.3 -0.1
-0.1 0.1 -0.2
-0.2 0.0 0.3
-0.2 0.2 0.0
-0.1 0.1 -0.2
0.3 -0.2 0.0